Entry 1:
{
  "formula": "C9H11Cl2IrNO2",
  "method": "wB97M-V/def2-TZVPD",
  "symbols": ["C", "C", "C", "C", "C", "Ir", "N", "C", "C", "H", "H", "H", "H", "H", "H", "H", "H", "H", "H", "Cl", "C", "Cl", "C", "O", "O", "H"],
  "positions_angstrom": [[-0.445, 0.955, -2.007], [0.966, 1.140, -1.790], [1.142, 1.944, -0.610], [-0.167, 2.284, -0.109], [-1.148, 1.690, -0.985], [0.095, 0.124, -0.103], [-1.223, -1.268, -0.091], [-0.386, -2.350, -0.490], [0.962, -1.605, -0.617], [2.090, 2.237, -0.165], [1.768, 0.713, -2.388], [-0.378, 2.885, 0.772], [-2.226, 1.765, -0.868], [-0.902, 0.377, -2.809], [1.352, -1.618, -1.636], [-0.332, -3.145, 0.277], [-2.166, -1.368, 0.271], [1.678, -1.961, 0.126], [-0.701, -2.801, -1.448], [0.938, -1.639, 4.429], [0.312, -0.002, 4.154], [1.498, 1.284, 4.450], [-0.168, 0.103, 2.691], [-1.347, 0.358, 2.422], [0.799, -0.094, 1.843], [-0.528, 0.157, 4.832]],
  "forces_ev_per_angstrom": [[-0.362, 2.032, -1.322], [0.629, 1.492, -2.603], [-0.615, 1.743, -0.265], [0.888, 1.526, -0.847], [-0.445, 1.190, -1.780], [0.163, -2.046, 5.722], [-3.437, -1.483, 0.599], [0.587, -0.700, -0.018], [1.997, -3.439, -2.018], [-0.302, -0.113, -0.083], [-0.326, 0.181, 0.176], [0.070, -0.280, -0.183], [0.352, -0.131, -0.007], [0.166, 0.227, 0.283], [0.215, -0.388, 0.227], [-0.162, 0.277, -0.218], [-0.247, -0.505, -0.193], [0.127, 0.129, -0.153], [0.060, 0.178, 0.274], [0.100, 0.161, 0.150], [-0.731, 0.095, -0.244], [0.026, -0.191, 0.123], [0.617, -0.096, -0.394], [0.994, -0.123, 0.261], [-0.577, 0.315, 2.599], [0.214, -0.052, -0.086]],
  "lowdin_charge": [-0.22, -0.26, -0.20, -0.20, -0.22, 1.62, -0.13, -0.34, -0.30, 0.12, 0.11, 0.12, 0.11, 0.12, 0.04, 0.12, 0.08, 0.06, 0.11, 0.60, -1.01, 0.60, -0.76, 0.00, -0.24, 0.06],
  "multiplicity": 6,
  "energy_ev": -42971.0264
}


Entry 2:
{
  "formula": "C9H11Cl2OP",
  "method": "wB97M-V/def2-TZVPD",
  "symbols": ["C", "C", "C", "C", "C", "C", "C", "C", "C", "H", "H", "H", "H", "H", "H", "H", "H", "H", "H", "O", "P", "Cl", "Cl", "H"],
  "positions_angstrom": [[-1.045, -1.382, 1.587], [-0.069, -1.086, 0.739], [0.984, -2.069, 0.331], [0.184, 0.338, 0.408], [-0.735, 1.387, 0.564], [-0.297, 2.764, 0.644], [1.013, 2.986, 0.336], [1.902, 2.032, 0.058], [1.496, 0.677, 0.126], [-1.117, -2.336, 2.046], [-1.906, -0.743, 1.606], [1.300, -1.836, -0.671], [1.732, -2.193, 1.000], [0.384, -3.016, 0.279], [-1.743, 1.209, 0.828], [-1.076, 3.618, 0.684], [1.407, 3.980, 0.456], [2.881, 2.256, -0.326], [2.191, -0.150, 0.018], [-3.277, -1.848, -3.046], [-2.418, -1.148, -1.756], [-1.644, 0.409, -2.747], [-4.136, -0.462, -0.935], [-2.828, -1.808, -3.948]],
  "forces_ev_per_angstrom": [[-0.382, -0.006, -1.083], [0.382, 0.938, 0.794], [-4.102, -1.179, -1.721], [-0.184, 0.714, -0.005], [1.190, 2.174, 0.806], [-2.893, -1.813, -1.163], [0.024, 2.934, 0.933], [0.696, -3.474, -0.818], [0.498, 0.776, -0.247], [-0.222, -0.839, 0.155], [-0.093, 0.452, 0.861], [0.477, -0.103, -0.309], [2.582, -0.209, 1.912], [0.993, 0.411, -0.074], [-1.019, -0.376, -0.014], [1.528, -1.611, 0.360], [-0.081, 0.528, -0.420], [0.389, 0.179, 0.376], [0.224, 0.527, -0.181], [1.538, 0.275, -0.760], [-1.008, -1.911, -1.403], [0.392, 1.077, -0.435], [-0.299, 0.529, 0.559], [-0.632, 0.007, 1.878]],
  "lowdin_charge": [0.04, -0.36, -0.06, -0.23, -0.05, -0.06, -0.16, -0.08, -0.02, 0.06, 0.05, 0.08, 0.05, 0.10, 0.07, 0.14, 0.10, 0.10, 0.10, -0.50, 0.12, 0.23, 0.21, 0.07],
  "smiles": "C=C(C)c1ccccc1.OP(Cl)Cl",
  "multiplicity": 1,
  "relative_energy_ev": 0.1094
}


Entry 3:
{
  "formula": "C9H11FNO2P",
  "method": "wB97M-V/def2-TZVPD",
  "symbols": ["C", "C", "C", "C", "C", "C", "C", "C", "C", "N", "O", "O", "F", "P", "H", "H", "H", "H", "H", "H", "H", "H", "H", "H", "H"],
  "positions_angstrom": [[-3.874, 0.967, -0.281], [-4.095, -0.077, 0.607], [-2.603, 1.159, -0.785], [-3.039, -0.934, 0.886], [-1.589, 0.277, -0.393], [0.886, 0.495, 0.161], [4.060, -0.307, 0.019], [3.211, 0.913, 0.346], [-0.216, 0.484, -0.784], [-1.835, -0.786, 0.375], [0.805, 0.194, 1.334], [2.023, 0.912, -0.436], [0.005, 1.064, -1.983], [0.177, -2.331, -0.696], [-4.678, 1.629, -0.567], [-5.066, -0.245, 1.044], [-2.375, 1.977, -1.451], [-3.175, -1.796, 1.526], [3.562, -1.216, 0.351], [4.220, -0.363, -1.056], [5.022, -0.233, 0.518], [3.740, 1.833, 0.084], [2.939, 0.929, 1.407], [0.336, -2.321, 0.684], [1.559, -2.221, -0.910]],
  "forces_ev_per_angstrom": [[-0.075, -0.157, 0.151], [0.023, 0.101, -0.158], [0.397, -0.126, 0.027], [-0.308, 0.082, 0.025], [-0.922, 0.221, 0.010], [0.865, 0.158, 0.810], [-0.352, 0.222, 0.004], [0.458, -0.108, 0.474], [0.521, -1.408, -1.036], [0.086, 0.156, 0.245], [-0.105, 0.248, -0.383], [-0.458, -0.011, -0.323], [-0.255, -0.137, 0.643], [-0.367, 0.800, -0.650], [-0.045, 0.046, 0.011], [-0.109, -0.040, 0.024], [0.014, 0.088, -0.035], [-0.064, -0.070, 0.052], [-0.004, -0.054, 0.004], [0.072, -0.053, -0.065], [0.127, -0.002, 0.063], [-0.116, -0.085, 0.041], [0.112, 0.079, -0.214], [0.069, 0.017, 0.401], [0.438, 0.034, -0.124]],
  "lowdin_charge": [-0.06, -0.05, 0.01, -0.12, -0.27, -0.53, -0.06, -0.22, -0.18, 0.04, 0.07, -0.02, 0.09, 0.81, 0.11, 0.10, 0.12, 0.11, 0.07, 0.08, 0.07, 0.12, 0.12, -0.17, -0.21],
  "multiplicity": 1,
  "relative_energy_ev": 0.0000
}


Entry 4:
{
  "formula": "C9H11FO12Zn",
  "method": "wB97M-V/def2-TZVPD",
  "symbols": ["Zn", "O", "C", "O", "O", "H", "O", "C", "O", "O", "H", "C", "C", "C", "O", "C", "O", "O", "H", "H", "H", "H", "H", "H", "C", "C", "O", "C", "O", "O", "F", "H", "H", "H"],
  "positions_angstrom": [[24.082, 11.122, 22.581], [22.736, 7.542, 26.846], [23.083, 8.344, 25.857], [22.764, 8.042, 24.687], [23.674, 9.463, 25.906], [22.476, 6.735, 26.396], [21.167, 16.194, 22.315], [21.695, 14.985, 22.490], [22.854, 14.822, 22.304], [21.097, 13.949, 22.616], [20.396, 15.767, 22.697], [33.397, 14.003, 22.082], [32.483, 13.322, 20.994], [32.890, 11.943, 20.670], [31.714, 11.203, 20.970], [30.762, 11.957, 21.393], [29.540, 11.562, 21.557], [31.157, 13.160, 21.504], [34.394, 13.749, 21.721], [33.144, 13.302, 22.878], [33.022, 15.024, 22.149], [32.375, 13.893, 20.072], [33.818, 11.747, 21.207], [33.297, 11.940, 19.659], [20.630, 12.450, 15.506], [19.604, 11.419, 15.718], [20.493, 10.632, 16.451], [21.441, 11.342, 16.998], [22.215, 10.928, 17.822], [21.382, 12.583, 16.656], [19.122, 10.914, 14.537], [20.039, 13.298, 15.160], [21.270, 12.170, 14.669], [18.776, 11.804, 16.313]],
  "forces_ev_per_angstrom": [[-0.241, 0.185, 0.391], [0.767, 0.628, 1.049], [-0.129, 1.400, -2.796], [-0.218, -0.864, -0.196], [-0.017, -0.465, 1.512], [-0.331, -0.393, -0.055], [-0.736, -0.816, 1.102], [0.790, 1.097, -2.098], [7.007, 0.066, -0.507], [-4.109, -2.679, 1.397], [-2.764, 1.849, 0.155], [-2.071, -2.019, -2.117], [0.211, 2.185, 0.366], [1.308, 0.367, -0.216], [2.531, -3.237, -1.288], [-7.686, -2.442, 0.388], [5.598, 1.598, -0.348], [0.129, 3.399, 0.837], [0.279, 0.989, 0.357], [0.382, 0.776, 0.845], [0.839, -0.048, 0.591], [0.062, 0.396, 0.186], [-0.550, -1.142, 0.934], [-1.069, -0.829, -0.530], [-1.837, 3.615, -4.401], [0.881, 0.869, 0.094], [-2.130, -4.460, 0.027], [2.729, -1.906, 4.448], [-0.478, -0.166, -0.806], [-0.477, 2.164, -0.908], [0.711, -0.261, 1.080], [0.861, 1.001, 0.496], [0.025, -0.208, -0.096], [-0.266, -0.652, 0.107]],
  "lowdin_charge": [0.73, 0.16, -0.78, 0.05, 0.07, 0.12, 0.17, -0.92, 0.16, 0.13, 0.11, 0.02, -0.32, -0.11, 0.13, -0.59, 0.05, 0.12, 0.08, 0.10, 0.09, 0.15, 0.13, 0.14, -0.13, -0.30, 0.17, -0.64, 0.16, 0.16, 0.08, 0.15, 0.16, 0.18],
  "multiplicity": 1,
  "relative_energy_ev": 13.9994
}


Entry 5:
{
  "formula": "C9H11I2N2",
  "method": "wB97M-V/def2-TZVPD",
  "symbols": ["C", "C", "C", "C", "C", "C", "C", "C", "C", "N", "N", "I", "I", "H", "H", "H", "H", "H", "H", "H", "H", "H", "H", "H"],
  "positions_angstrom": [[3.248, 0.414, -0.802], [3.125, 0.667, 0.508], [2.274, -0.215, -1.539], [1.884, 0.547, 1.171], [0.990, -0.305, -0.937], [0.797, 0.007, 0.480], [-0.302, -0.785, -1.490], [-0.537, 0.181, 0.769], [-1.354, -0.471, -0.385], [-1.349, -1.666, 0.573], [-2.579, 0.040, -0.778], [-0.219, 3.029, 5.761], [-1.326, 1.502, 2.282], [4.161, 0.640, -1.274], [4.019, 1.107, 0.845], [2.518, -0.449, -2.608], [1.876, 0.796, 2.258], [-0.506, -0.221, -2.460], [-0.167, -1.808, -1.885], [-2.236, -2.118, 0.845], [-0.605, -2.273, 0.245], [-3.065, 0.679, -0.121], [-1.783, 3.500, 5.537], [-3.051, -0.240, -1.595]],
  "forces_ev_per_angstrom": [[-0.346, -1.364, -1.523], [-1.779, 0.809, 1.546], [-2.161, 0.130, -0.843], [2.086, -0.245, 1.267], [1.244, -0.672, 1.115], [2.884, 1.300, -1.903], [-0.185, 1.203, -2.459], [-3.155, -0.048, -0.499], [0.583, -1.144, 0.791], [0.048, 0.583, -0.343], [0.075, 1.596, 2.066], [-0.783, 0.254, -0.093], [0.638, -1.383, -1.204], [1.070, 0.172, -0.534], [0.509, 0.514, 1.681], [-0.785, 0.086, 1.093], [-0.422, -0.105, -1.014], [-0.081, -0.368, 1.302], [-0.609, 0.057, 0.737], [0.633, 0.556, -0.285], [-0.375, -0.470, 0.652], [0.450, -0.894, -0.933], [0.750, -0.201, 0.155], [-0.289, -0.365, -0.772]],
  "lowdin_charge": [-0.07, -0.04, 0.02, 0.02, -0.11, -0.26, -0.05, -0.46, -0.54, 0.14, 0.12, 0.35, 0.96, 0.11, 0.11, 0.14, 0.13, 0.16, 0.14, 0.14, 0.11, 0.09, -0.30, 0.09],
  "charge": 1,
  "multiplicity": 1,
  "relative_energy_ev": 1.2711
}


Entry 6:
{
  "formula": "C9H11IN3O2",
  "method": "wB97M-V/def2-TZVPD",
  "symbols": ["N", "C", "N", "C", "C", "I", "N", "H", "H", "H", "H", "H", "H", "H", "C", "C", "C", "O", "C", "C", "C", "O", "H", "H", "H", "H"],
  "positions_angstrom": [[0.180, 1.783, 1.640], [0.973, 2.066, 0.634], [2.165, 2.875, 0.765], [3.153, 1.877, 0.251], [2.395, 1.459, -1.067], [2.847, -0.584, -1.679], [0.949, 1.634, -0.711], [-0.782, 2.076, 1.739], [0.600, 1.303, 2.428], [2.122, 3.559, 0.010], [3.030, 1.041, 0.955], [4.167, 2.244, 0.124], [2.595, 2.156, -1.893], [0.391, 2.175, -1.363], [-1.070, -1.574, -1.009], [-1.087, -1.193, 0.261], [-2.081, -1.721, 1.216], [-2.084, -1.354, 2.376], [-3.063, -2.702, 0.706], [-3.050, -3.092, -0.569], [-2.051, -2.558, -1.525], [-2.032, -2.908, -2.683], [-0.345, -1.190, -1.715], [-0.380, -0.485, 0.651], [-3.784, -3.079, 1.420], [-3.759, -3.808, -0.963]],
  "forces_ev_per_angstrom": [[-0.160, 0.034, -0.072], [0.989, 1.650, -2.615], [0.925, -1.618, 1.582], [-1.900, -0.710, -0.526], [0.399, 0.435, -0.427], [-0.304, 0.957, 0.192], [0.050, 0.052, 1.962], [-0.426, -0.844, -0.520], [0.208, 0.980, 0.621], [-0.427, 0.302, 0.203], [0.991, 0.042, -0.218], [-0.165, -0.056, 0.051], [0.362, -0.486, 0.092], [-0.542, -0.698, -0.233], [0.106, 0.111, -0.086], [-0.057, -0.099, -0.164], [-0.127, -0.032, 0.335], [0.062, 0.080, -0.161], [-0.066, -0.118, -0.161], [-0.051, 0.039, 0.260], [-0.128, -0.168, -0.185], [0.043, 0.052, 0.014], [-0.019, -0.069, -0.073], [0.197, 0.140, 0.140], [0.019, 0.020, 0.028], [0.022, 0.003, -0.041]],
  "lowdin_charge": [0.25, -0.27, 0.05, -0.18, -0.70, 0.90, 0.06, 0.16, 0.16, 0.13, 0.11, 0.14, 0.09, 0.16, 0.01, 0.00, -0.39, 0.10, 0.03, 0.04, -0.38, 0.13, 0.07, 0.07, 0.13, 0.13],
  "charge": 1,
  "multiplicity": 1,
  "energy_ev": -26166.7724
}